Record 1
Density functional theory data (ωB97M-V/def2-TZVPD) for a gas-phase ion, C15H29BF5NO3P (charge +1) at a distorted geometry.

Geometry as XYZ:
```
55
Properties=species:S:1:pos:R:3
P 0.10592 0.04268 1.32648
F 2.22572 0.03086 4.41820
F 0.83288 1.71609 3.78726
F 0.20009 0.24380 5.40213
F 0.93571 -1.87268 3.11233
F -1.14893 -0.89983 3.51784
O 0.71004 -2.94800 -4.50473
O 2.01466 0.63805 -0.74689
O -0.95345 -2.06031 -3.07332
N 3.06177 0.59833 1.56463
C -1.44304 1.98218 -0.24783
C -0.77350 -3.23153 -2.23430
C -4.06514 2.66199 -0.16052
C -4.32003 1.10087 -0.42710
C 0.04341 -1.96527 -4.07712
C -2.54011 3.14568 -0.30615
C 4.03622 -0.52125 1.39348
C 0.88850 0.35949 4.15954
C 3.70902 1.95268 1.46667
C 0.19865 -0.64613 3.11803
C 0.27476 -0.51671 -4.72238
C -0.62401 -1.28619 0.15361
C 0.54694 -3.20276 -1.32544
C -1.10709 1.49506 1.27305
C 0.22545 -2.66239 0.17145
B 1.87188 0.46883 0.68113
H 1.26186 -2.54176 0.67052
H -1.70297 -1.43658 0.53170
H -4.13890 0.46711 0.50180
H -2.32769 3.83567 0.59828
H -2.04071 1.31874 1.90292
H 2.97572 0.72021 -0.97509
H -3.73232 0.76209 -1.34952
H 4.82207 1.89907 1.20174
H -0.57663 -0.81973 -0.89027
H -5.43235 0.99979 -0.72372
H -0.55234 2.39096 1.74783
H 1.41929 -2.61552 -1.77180
H -0.41550 0.25031 -4.20628
H 3.58718 -1.44738 0.88453
H 3.16281 2.53171 0.64086
H -4.66291 3.22764 -0.97274
H 0.93441 -4.28331 -1.19615
H -0.34252 -3.41673 0.80847
H 4.95757 -0.23191 0.75601
H -1.63905 1.10297 -0.95565
H -0.45287 2.45186 -0.62088
H 1.34364 -0.17477 -4.52562
H -2.34477 3.79945 -1.22924
H 0.00568 -0.53837 -5.83598
H -0.80529 -4.16281 -2.90414
H 3.57166 2.49406 2.47074
H 4.42784 -0.88944 2.41692
H -4.53294 3.00464 0.83513
H -1.67631 -3.32149 -1.53041
```

Properties
Kohn-Sham gap = 8.4 eV
HOMO = -0.46232 hartree
Net charge = +1

Record 2
Density functional theory data (ωB97M-V/def2-TZVPD) for 13 unconnected molecules or ions with the total composition C47H91N13O5 at a distorted geometry.

Geometry as XYZ:
```
156
Properties=species:S:1:pos:R:3
O 3.25147 0.44034 -0.46655
O 0.89614 -1.44492 2.03900
O 3.68031 6.18699 -3.78357
O 7.10757 3.48319 2.21429
O 3.83370 0.43689 3.22171
N -2.66155 -4.10899 3.29741
N -0.67206 -2.40884 -7.77528
N -3.97214 -0.49822 1.82098
N 3.82317 -3.45892 1.23430
N -6.81171 -2.77194 -2.74637
N 3.30590 -1.21161 4.71919
N 2.83734 4.83524 -2.20206
N -1.19379 -7.55372 0.51418
N -1.85495 2.35990 -3.03190
N 0.22385 0.02346 0.46848
N 4.89560 4.20565 2.22622
N 5.51789 0.64995 -0.75433
N -6.09394 2.31151 3.80013
C 0.61949 -5.27136 3.52740
C -1.21157 -2.62757 -5.19073
C -1.98537 -6.75731 0.16195
C 4.41284 0.46728 -0.01877
C -4.23977 3.15048 -3.65252
C -2.57859 -5.08314 -1.48942
C 1.69146 4.30215 -1.52836
C 5.21602 5.55796 2.61841
C -5.65130 -1.48653 -0.77131
C 3.47372 3.87539 2.10586
C -2.99561 -5.80941 -0.25257
C -0.10519 -4.29870 2.58708
C -0.47789 -1.49643 -4.48084
C 3.14459 -3.02638 -2.22437
C -2.92196 2.65858 -3.30367
C 4.33699 -2.87946 -1.26731
C -1.21576 -4.43972 -1.38734
C -4.05472 -0.52243 -2.47433
C -3.81477 5.64062 -3.26039
C 2.90518 -2.60440 4.84971
C -0.79671 -0.10292 -5.05484
C 2.72186 5.78477 -3.13054
C -6.25132 1.66148 1.33871
C 6.82274 0.67890 -0.06217
C -0.78078 -0.77394 -0.19840
C -6.27697 -2.22795 -1.87787
C -2.22256 1.58459 4.65922
C -4.76452 4.49696 -3.02787
C -0.90371 -2.62562 -6.64858
C -0.12607 -6.57679 3.68551
C -1.53312 -4.13747 3.01291
C -6.19499 1.95719 2.73138
C 0.44556 1.26246 -0.21063
C -3.06324 -0.53104 2.54084
C 1.89528 -2.29261 -1.81225
C 1.06690 -0.38434 1.43319
C -5.01060 -0.17581 -1.35173
C 5.48879 0.96541 -2.15917
C -1.87180 -0.62317 3.35025
C 3.62728 -0.74402 3.49115
C -1.36212 0.83486 3.69581
C -4.33519 3.24614 0.77667
C -5.81817 2.91573 0.52896
C 4.16619 4.27762 -1.84693
C 5.90956 3.27456 2.10197
C 2.86227 -0.38282 5.80855
C 4.03754 -3.23376 0.12144
H -3.95004 6.17838 -4.21843
H -2.39782 0.99757 5.52664
H -3.23011 1.75932 4.20926
H -4.83541 -2.13983 -0.44321
H 4.45176 1.13919 -2.43103
H 6.11533 5.86083 2.11437
H -3.37106 -4.36266 -1.59736
H -2.29834 -2.48990 -5.11516
H -1.13648 -1.12169 2.74608
H -1.83131 0.16688 -4.94979
H -4.95989 2.39161 -3.46025
H -3.30164 -1.18475 -2.06019
H -4.56834 -1.09199 -3.31358
H -1.29853 -3.63349 -0.69591
H -6.45740 3.75180 0.81399
H -3.83841 6.37549 -2.43641
H 0.84280 4.50574 -2.17934
H 5.36316 5.53637 3.69373
H -0.11569 -4.74837 1.57852
H -5.71427 4.79129 -3.48590
H -4.13519 3.39489 1.82934
H 2.98684 4.28359 1.23819
H 4.12242 3.22978 -1.64100
H -3.94519 4.07432 0.15777
H -7.23922 1.36232 1.03293
H 1.71668 6.17687 -3.34419
H 0.51127 -7.33869 4.17476
H 5.96521 0.14865 -2.75286
H -1.98956 -1.24190 4.22732
H -4.93090 4.38621 -1.97283
H -0.59990 -0.17801 -6.15196
H 1.75881 -0.29103 5.88693
H -0.37663 0.66322 4.09174
H -1.08494 -6.46599 4.17995
H 3.35117 -3.02536 5.73665
H -1.24212 1.38010 2.73539
H 3.40375 2.79498 2.08943
H -0.29210 -6.98747 2.71435
H 3.27299 -3.09280 3.96314
H 1.52099 4.74185 -0.54898
H 0.83407 1.17498 -1.20795
H 7.42118 -0.02116 -0.60965
H -2.75023 5.25900 -3.26871
H 1.84404 3.23757 -1.50587
H -4.44242 0.23019 -0.54297
H 1.91661 0.25763 1.55569
H -0.50127 -5.07829 -0.91224
H 5.47489 2.30334 1.78664
H 0.98492 -2.63712 -2.37888
H -0.72951 -1.83684 0.07850
H 6.10882 1.87321 -2.32901
H -0.89956 -3.57645 -4.73865
H 3.42022 -2.64360 -3.21081
H -0.73386 -3.97420 -2.27628
H 3.34823 0.61332 5.76827
H 1.58543 -5.33832 3.03464
H 4.71437 -1.86910 -1.26359
H -3.69913 2.40704 0.36292
H 1.62044 -2.39562 -0.76397
H -5.87423 2.74489 -0.54225
H -3.92487 -6.36449 -0.41508
H 1.89530 -1.25223 -2.04536
H -4.21853 3.38840 -4.74683
H 3.18380 -0.85969 6.72811
H 3.70699 -1.45509 2.68614
H -0.28793 0.73759 -4.59527
H -3.51807 0.29233 -2.93660
H 7.27277 1.64980 -0.08980
H 4.70627 4.87231 -1.09149
H 6.68836 0.35891 0.96962
H -5.60215 0.87603 1.06641
H -0.68653 -0.62781 -1.30041
H -6.41099 -1.38304 -0.01283
H 4.40002 6.15497 2.22145
H 0.62198 -1.71703 -4.49163
H -0.51375 1.78283 -0.30309
H 1.82820 -2.63851 4.94731
H 5.07527 -3.59228 -1.63228
H 4.76684 4.48921 -2.71958
H -1.68257 -0.31202 0.20439
H -0.84550 -1.49495 -3.41312
H -1.79491 2.55439 4.86868
H 0.32865 -3.31319 2.55848
H 1.08923 1.94813 0.33863
H 2.92489 -4.06813 -2.18555
H -5.80611 0.54861 -1.60893
H -3.14934 -5.15525 0.58642
H 4.67621 0.39504 1.06668
H -2.69615 -5.79171 -2.32708
H 0.75516 -4.63582 4.39904
H 2.93906 4.23091 3.05578
```

Properties
Kohn-Sham gap = 9.7 eV
HOMO = -0.34948 hartree
Net charge = 0

Record 3
Density functional theory data (ωB97M-V/def2-TZVPD) for 2 unconnected molecules or ions with the total composition C4H12 at a distorted geometry.

Geometry as XYZ:
```
16
Properties=species:S:1:pos:R:3
C 1.73553 -0.67524 0.95571
C -0.89598 1.51846 -0.51327
C -2.17469 0.73756 -0.22511
C 1.31853 -1.56934 -0.16421
H -1.96860 -0.31859 0.07237
H -0.36946 1.03289 -1.36600
H -0.06823 1.37629 0.16558
H -0.98978 2.56934 -0.66513
H 2.82957 -0.49576 1.06947
H 0.23030 -1.77980 -0.26633
H -2.80272 1.37072 0.41960
H 1.20063 -0.97820 -1.17907
H 1.03511 0.22007 1.13566
H -2.86951 0.55817 -1.12226
H 1.86113 -1.30214 1.95360
H 2.01123 -2.32156 -0.53621
```

Properties
Energy relative to the best compared isomer or geometry (same formula, charge and spin) = 153.2 kJ/mol
Spin multiplicity = 2
Kohn-Sham gap (alpha / beta) = 2.9 / 10.7 eV
HOMO (alpha / beta) = 0.05512 / -0.23259 hartree
Net charge = -1

Record 4
Density functional theory data (ωB97M-V/def2-TZVPD) for a single CH4N2O2 molecule at a distorted geometry.

Geometry as XYZ:
```
9
Properties=species:S:1:pos:R:3
O -0.98164 -0.22524 1.52860
O 1.74535 -0.79703 -1.78087
N 0.56884 -0.61921 -1.40842
N 0.61706 0.04174 -0.25653
C -0.65897 0.47974 0.38636
H -0.58094 1.51058 0.77018
H -1.35470 0.46294 -0.40125
H -0.95839 -1.15880 1.37707
H 1.60339 0.30527 -0.21514
```

Properties
SMILES = O=NNCO
Energy relative to the best compared isomer or geometry (same formula, charge and spin) = 238.6 kJ/mol
Kohn-Sham gap = 10.5 eV
HOMO = -0.36596 hartree
Net charge = 0

Record 5
Density functional theory data (ωB97M-V/def2-TZVPD) for a single C6H14N2O molecule at a distorted geometry.

Geometry as XYZ:
```
23
Properties=species:S:1:pos:R:3
O -1.49395 -2.02691 -1.32971
N -0.25075 1.88576 -1.26828
N 0.13513 0.54551 -1.01922
C 0.79802 0.42317 0.03558
C -1.25364 2.37086 -0.32451
C 0.53763 -2.24985 0.08541
C 1.00248 -0.98967 0.71980
C -1.01730 -2.49855 0.00160
C 1.30829 1.62330 0.90044
H 2.48347 1.44659 1.02135
H 1.04414 -2.30184 -0.83266
H -0.53260 1.81682 -2.29254
H -2.13808 2.98479 -0.94965
H 0.79394 -0.76095 1.91720
H 0.90324 -3.09196 0.60769
H -0.65896 -1.28378 -1.72349
H -1.28183 -3.55851 -0.00416
H 0.98319 2.55449 0.28255
H -0.80104 3.04696 0.51286
H -1.42955 -1.93818 0.85484
H 0.69316 1.67980 1.82042
H -1.94020 1.43092 0.20253
H 2.11523 -1.10877 0.78195
```

Properties
SMILES = CN/N=C(\C)CCCO
Energy relative to the best compared isomer or geometry (same formula, charge and spin) = 531.9 kJ/mol
Kohn-Sham gap = 9.6 eV
HOMO = -0.31949 hartree
Net charge = 0

Record 6
Density functional theory data (ωB97M-V/def2-TZVPD) for 3 unconnected molecules or ions with the total composition C5H15NO2 at a distorted geometry.

Geometry as XYZ:
```
23
Properties=species:S:1:pos:R:3
O 0.55036 3.49989 -0.07577
O 2.10701 6.23012 1.14572
N 0.11702 -0.46280 0.03176
C -1.86656 -3.16353 -1.63615
C 0.37992 -2.88685 0.33045
C 0.07395 0.18850 1.33216
C -0.42438 -1.76268 -0.27869
C -1.49842 -1.83866 -1.04504
H -0.91673 0.59746 1.47476
H -2.04562 -0.95573 -1.43363
H 1.13907 3.36419 -0.76444
H 0.92060 3.62539 0.85790
H 1.62690 7.05418 1.24314
H -1.05891 -3.71474 -2.29558
H 0.04155 0.14775 -0.78235
H 0.98128 0.89757 1.14910
H 1.44189 -2.60677 0.27735
H -2.05641 -3.86926 -0.77771
H -2.82684 -3.18385 -2.18337
H 0.23847 -0.62239 2.08863
H 0.27675 -3.86855 -0.34791
H 2.62786 6.25108 0.32459
H 0.17124 -2.92030 1.36510
```

Properties
SMILES = C/C=C(\C)NC.O.O
Energy relative to the best compared isomer or geometry (same formula, charge and spin) = 265.9 kJ/mol
Kohn-Sham gap = 8.6 eV
HOMO = -0.28836 hartree
Net charge = 0

Record 7
Density functional theory data (ωB97M-V/def2-TZVPD) for a gas-phase ion, C4H8N3S (charge +1) at a distorted geometry.

Geometry as XYZ:
```
16
Properties=species:S:1:pos:R:3
S -2.30376 -0.11579 0.98077
N 0.33515 1.61775 0.47897
N -1.89567 1.21233 -0.04233
N -0.22914 -0.13861 -1.08918
C 0.32488 -1.06267 -0.37707
C 0.89784 -0.72582 0.94741
C 0.88606 0.76597 1.20942
C -0.53859 1.20597 -0.55920
H 0.57761 -2.01672 -0.82811
H -0.50536 1.92308 -1.39046
H 1.93224 -1.09224 1.00282
H -2.95028 -0.84668 0.04967
H -2.15144 2.09046 0.38968
H 0.37635 -1.22671 1.76784
H 1.41347 1.13374 2.07811
H -0.48924 -0.31343 -2.05625
```

Properties
SMILES = SN[C@H]1N=CCC=[NH+]1
Energy relative to the best compared isomer or geometry (same formula, charge and spin) = 196.0 kJ/mol
Kohn-Sham gap = 8.5 eV
HOMO = -0.49648 hartree
Net charge = +1

Record 8
Density functional theory data (ωB97M-V/def2-TZVPD) for a molecular structure, C18H15BaN6S2.

Geometry as XYZ:
```
42
Properties=species:S:1:pos:R:3
Ba -1.41211 -1.30640 -0.78742
S 2.07672 -1.59459 -3.49541
S 1.13664 -2.56329 2.83753
N 2.49916 -0.64714 -1.13520
N -0.75529 -4.37596 2.15657
N 3.48531 0.62213 -2.83319
N -1.16536 1.08696 0.49648
N -1.00996 2.30312 0.32446
N 0.34603 -3.17809 0.46858
C -2.07927 -0.52478 4.20212
C 1.72307 -1.77093 -0.99218
C -1.43351 0.58259 1.80137
C 1.37115 -2.41065 -2.14435
C 2.77828 -0.44453 -2.39194
C -1.23251 4.08146 -2.89150
C 0.04693 1.84387 -1.85371
C 0.20697 2.17838 -3.19135
C -1.30363 1.37013 2.95045
C -1.62521 0.79684 4.16071
C -1.85007 -0.75522 1.77823
C -2.18698 -1.27262 3.04013
C -0.44634 3.28671 -3.71460
C 1.33127 -2.20318 0.34940
C 0.15920 -3.46758 1.73180
C -0.77122 2.62953 -1.04335
C -1.38460 3.76587 -1.54898
C 1.83725 -1.72694 1.50972
H 0.62571 1.03982 -1.41012
H -1.98657 4.37775 -0.89052
H -1.53755 1.37040 5.07421
H -0.96525 2.39521 2.87710
H 2.58797 -0.96543 1.63561
H 3.96188 1.16431 -2.13053
H -0.32071 3.54772 -4.75680
H -1.00330 -5.10300 1.50583
H 0.89579 -3.37317 -2.24709
H -2.54604 -2.29413 3.12902
H -0.75773 -4.63955 3.12694
H -1.72493 4.95630 -3.29435
H -2.34705 -0.96307 5.15650
H 3.91050 0.59223 -3.74352
H 0.86537 1.58891 -3.81668
```

Properties
Energy relative to the best compared isomer or geometry (same formula, charge and spin) = 18.9 kJ/mol
Kohn-Sham gap = 7.6 eV
HOMO = -0.39223 hartree
Net charge = +1

Record 9
Density functional theory data (ωB97M-V/def2-TZVPD) for a molecular structure, C3H2O2S at a distorted geometry.

Geometry as XYZ:
```
8
Properties=species:S:1:pos:R:3
S 1.03942 -1.65801 -2.76517
O 3.42986 -0.46585 -3.13879
O 2.12167 0.16449 -1.39388
C 0.93196 -0.23327 -0.96836
C 0.03870 -0.02970 -0.06008
C 2.43035 -0.58577 -2.51941
H -0.89978 -0.54798 -0.05428
H 0.23196 0.69031 0.72449
```

Properties
Energy relative to the best compared isomer or geometry (same formula, charge and spin) = 173.6 kJ/mol
Kohn-Sham gap = 9.0 eV
HOMO = -0.37179 hartree
Net charge = 0

Record 10
Density functional theory data (ωB97M-V/def2-TZVPD) for a molecular structure, C37H25IrN4OPS2 at a distorted geometry.

Geometry as XYZ:
```
71
Properties=species:S:1:pos:R:3
Ir 1.11138 0.35468 0.50146
S 3.77887 -2.94583 0.19099
S 3.04699 0.00882 1.57646
P -1.41356 1.97120 -0.42398
O 1.46521 -0.31916 -1.74265
N 6.81300 3.09877 -2.11915
N 1.53190 -2.45705 -2.42363
N 8.06270 -0.57862 -3.45738
N -1.52664 -9.09922 1.02728
C -0.98995 -6.57133 1.03092
C -0.10609 -2.45526 1.01628
C -3.98802 -0.89396 0.88127
C 1.42797 4.23024 2.40223
C -3.78171 3.51200 -0.02181
C 0.22957 -6.11415 0.53066
C 5.56418 -1.49668 -1.24061
C 1.57539 2.86683 2.18424
C 0.21026 -1.28438 0.93524
C -0.41903 -3.84274 1.03116
C -1.92244 -5.66417 1.53205
C 4.51996 -1.47464 -0.28504
C 6.34015 2.12141 -1.73803
C -2.38601 0.90996 0.71732
C 0.51164 -4.76353 0.53052
C 0.43780 4.94039 1.74356
C -0.32994 2.90154 0.71455
C -3.93118 -0.82034 2.26699
C 4.16592 -0.19460 0.21926
C -0.44211 4.27593 0.90414
C -3.42597 4.94001 -2.37591
C -4.49927 5.22919 -1.54721
C 7.21750 -0.46724 -2.68640
C -2.34593 0.98156 2.10587
C 5.75519 0.91294 -1.24988
C 6.16519 -0.35169 -1.71510
C -2.69597 3.21861 -0.84280
C -1.63676 -4.31375 1.53432
C -4.67830 4.50875 -0.37394
C -0.57508 -1.25914 -2.56330
C -3.21551 -0.03772 0.11599
C 0.73294 2.18134 1.29947
C -1.28779 -7.97427 1.02886
C 0.88706 -1.30824 -2.21714
C -2.53442 3.93569 -2.02631
C -3.11300 0.11794 2.87480
C 4.76334 0.95783 -0.28232
H -1.71564 1.71464 2.59160
H -4.62666 -1.62396 0.40042
H -4.52437 -1.49557 2.87103
H 2.37941 2.33749 2.67023
H 1.46448 -4.39449 0.17343
H 2.10979 4.74222 3.07015
H -3.06390 0.17546 3.95420
H 5.89199 -2.46025 -1.60476
H -2.35262 -3.60182 1.91956
H -1.23099 4.82994 0.41038
H -5.51744 4.72950 0.27317
H 2.41790 -2.59151 -1.92882
H 4.43832 1.92017 0.09240
H -0.82964 -1.94428 -3.37091
H 0.94922 -6.82337 0.14339
H -1.12837 -1.54373 -1.66392
H 1.00789 -3.27553 -2.68132
H -3.28293 5.49328 -3.29521
H -5.19606 6.01319 -1.81488
H -0.84959 -0.24024 -2.82466
H -2.86885 -6.02595 1.91121
H -3.25806 -0.09536 -0.96673
H -3.92733 2.95772 0.89641
H 0.34198 6.00946 1.88652
H -1.69800 3.70500 -2.67617
```

Properties
Energy relative to the best compared isomer or geometry (same formula, charge and spin) = 394.9 kJ/mol
Kohn-Sham gap = 6.1 eV
HOMO = -0.17064 hartree
Net charge = -1